C36H27Br2N7OSSc as an isolated structure. Source: the Open Molecules 2025 dataset; level of theory: the ωB97M-V functional and the def2-TZVPD basis.

Cartesian coordinates (Å):
Br: 5.049 2.256 4.732
Br: 5.754 -4.087 0.187
Sc: -0.097 -0.660 1.260
S: -0.380 0.006 -2.074
O: 0.260 -0.309 -0.685
N: -1.665 1.026 0.961
N: -2.150 -1.440 1.088
N: 1.521 0.295 2.469
N: -0.490 -2.268 2.914
N: -2.292 3.198 0.362
N: -3.051 -0.756 0.289
N: 1.758 -1.911 1.001
C: 0.765 3.861 -1.653
C: 0.136 -3.762 4.672
C: -1.035 -4.478 4.516
C: -1.183 2.399 -3.016
C: 2.868 -0.594 -4.385
C: -2.771 0.503 0.267
C: 3.844 0.365 3.016
C: 4.145 -3.217 0.511
C: -4.187 3.707 -1.066
C: 0.312 -1.660 -4.034
C: -5.497 1.868 -1.926
C: -1.639 -2.973 2.769
C: 0.714 2.483 -1.499
C: 2.336 1.976 3.972
C: 2.427 -1.660 -5.167
C: -0.145 4.503 -2.487
C: -1.499 2.330 0.959
C: 2.907 -1.434 1.515
C: 0.764 -0.596 -3.260
C: 2.036 -0.048 -3.427
C: 1.325 1.351 3.276
C: 0.372 -2.667 3.847
C: -1.114 3.778 -3.165
C: 1.792 -3.014 0.247
C: -1.946 -4.074 3.543
C: -3.389 2.782 -0.405
C: -0.259 1.771 -2.193
C: 2.773 -0.208 2.353
C: -4.705 0.961 -1.256
C: 3.630 1.476 3.830
C: 4.120 -2.061 1.288
C: -5.242 3.240 -1.825
C: -2.575 -2.424 1.776
C: 1.160 -2.193 -4.996
C: -3.630 1.414 -0.482
C: 2.956 -3.707 -0.021
H: 3.855 -0.182 -4.540
H: -1.943 1.827 -3.535
H: 2.937 -4.600 -0.628
H: 4.839 -0.040 2.924
H: -2.880 -4.599 3.396
H: -1.815 4.283 -3.815
H: 1.281 -2.089 3.949
H: -2.081 4.185 0.428
H: -6.330 1.520 -2.521
H: -0.646 2.750 1.479
H: 2.363 0.798 -2.837
H: 0.864 -4.032 5.423
H: 2.125 2.818 4.614
H: 0.847 -3.354 -0.163
H: -4.904 -0.100 -1.310
H: 1.525 4.434 -1.141
H: -0.686 -2.057 -3.897
H: -1.247 -5.334 5.143
H: 0.824 -3.011 -5.617
H: 5.042 -1.677 1.695
H: 1.424 1.970 -0.863
H: -3.603 -2.769 1.701
H: 0.301 1.694 3.382
H: 3.080 -2.068 -5.927
H: -5.879 3.944 -2.341
H: -0.087 5.575 -2.618
H: -3.989 4.768 -0.983

* orbital gap: 7.32 eV
* charge: +3
* HOMO: -16.10 eV
* calculated total energy: -8152.86081 Ha

---

C36H27BrIrN3O5PS as an isolated structure. Source: the Open Molecules 2025 dataset; level of theory: the ωB97M-V functional and the def2-TZVPD basis.

Cartesian coordinates (Å):
Ir: 1.101 0.665 -0.536
Br: -3.645 7.738 -1.085
S: 1.455 -0.477 -3.186
P: -0.129 -1.428 -0.594
O: 2.011 -1.257 -2.063
O: 2.221 -0.408 -4.377
O: -0.748 1.530 -0.842
O: 0.953 2.712 -0.261
O: 1.158 0.894 -2.581
N: 1.326 0.575 1.535
N: 2.460 0.271 1.960
N: 3.104 0.393 -0.274
C: -0.123 1.335 4.864
C: 0.831 -2.848 -0.071
C: -1.597 -1.312 0.440
C: -1.998 -2.313 -2.446
C: -1.569 6.142 -0.015
C: -0.111 -1.221 -3.426
C: 1.483 -2.852 1.163
C: 0.789 0.975 3.895
C: -2.690 -0.544 0.017
C: -0.782 -1.658 -2.277
C: 0.380 0.924 2.557
C: 2.206 -3.965 1.557
C: 3.444 0.099 0.994
C: -0.793 5.003 0.081
C: 2.286 -5.072 0.721
C: -1.842 -2.049 -4.840
C: -1.829 1.611 3.188
C: 5.356 0.057 -0.923
C: -0.925 1.245 2.204
C: 1.641 -5.067 -0.507
C: 5.696 -0.288 0.374
C: 4.045 0.388 -1.222
C: 0.918 -3.956 -0.911
C: -2.879 5.104 -1.775
C: -2.798 -1.896 2.446
C: -3.874 -1.128 2.026
C: -0.622 -1.395 -4.694
C: -0.281 2.709 -0.620
C: -2.515 -2.513 -3.723
C: -2.603 6.186 -0.944
C: -1.663 -1.993 1.657
C: -1.078 3.909 -0.737
C: 4.723 -0.252 1.365
C: -1.433 1.655 4.515
C: -3.820 -0.457 0.809
C: -2.122 3.955 -1.663
H: 6.092 0.068 -1.714
H: -2.255 -2.202 -5.827
H: -3.678 5.169 -2.499
H: -1.374 6.996 0.618
H: -2.844 1.861 2.910
H: 0.433 -3.956 -1.878
H: 0.189 1.379 5.898
H: -2.847 -2.436 3.382
H: 1.704 -5.929 -1.157
H: -4.667 0.126 0.471
H: -2.547 -2.683 -1.591
H: -0.062 -1.048 -5.553
H: -2.663 -0.026 -0.931
H: 3.746 0.676 -2.219
H: 6.714 -0.559 0.620
H: 2.699 -3.974 2.520
H: 1.808 0.748 4.168
H: -1.255 1.195 1.181
H: 0.026 4.958 0.786
H: 4.937 -0.466 2.402
H: -2.324 3.104 -2.300
H: 1.404 -2.009 1.838
H: -2.138 1.945 5.282
H: 2.849 -5.942 1.031
H: -3.454 -3.037 -3.836
H: -0.847 -2.621 1.986
H: -4.764 -1.065 2.638

* multiplicity: 2
* orbital gap (alpha / beta): 6.09 / 5.09 eV
* charge: +2
* HOMO (alpha / beta): -13.63 / -13.63 eV
* calculated total energy: -5345.90415 Ha